Entry 1:
The following is a quantum chemistry calculation of C63H80CsNO4P2SbSi4 as an isolated structure at a distorted geometry, from the Open Molecules 2025 dataset.

Last column: Löwdin charge in e.
Positions of all 156 atoms, in Å:
Cs: 1.166 0.414 1.338  1.335
C: -1.309 1.014 5.420  -0.010
C: -0.083 0.569 4.629  -0.537
C: 1.062 0.184 5.551  -0.021
O: -0.407 -0.554 3.782  -0.115
C: 0.305 1.772 3.719  -0.792
O: 1.166 2.550 4.156  -0.007
O: -0.288 1.837 2.615  -0.502
H: -1.615 0.243 6.136  0.077
H: -2.136 1.215 4.738  0.081
H: -1.080 1.926 5.972  0.097
H: 0.751 -0.620 6.227  0.085
H: 1.376 1.043 6.138  0.088
H: 1.919 -0.159 4.971  0.078
H: -0.555 -1.309 4.363  0.095
C: -2.433 -3.078 0.783  -0.418
C: -2.430 -1.616 0.370  -0.403
P: -4.033 -0.701 0.417  1.093
C: -5.085 -1.851 -0.555  -0.377
C: -5.328 -1.488 -1.878  -0.108
C: -6.052 -2.313 -2.727  -0.092
C: -6.560 -3.514 -2.256  -0.098
C: -6.339 -3.883 -0.935  -0.086
C: -5.608 -3.059 -0.094  -0.107
C: -4.600 -0.987 2.134  -0.381
C: -5.966 -1.013 2.421  -0.113
C: -6.416 -1.117 3.727  -0.094
C: -5.507 -1.180 4.776  -0.096
C: -4.149 -1.125 4.505  -0.082
C: -3.697 -1.023 3.196  -0.096
P: -0.695 -3.699 0.788  1.088
C: -0.367 -3.655 -1.017  -0.387
C: 0.762 -2.987 -1.478  -0.089
C: 1.051 -2.958 -2.839  -0.081
C: 0.212 -3.586 -3.742  -0.088
C: -0.928 -4.245 -3.290  -0.088
C: -1.212 -4.279 -1.938  -0.095
C: -0.968 -5.503 1.031  -0.378
C: -2.016 -6.001 1.803  -0.100
C: -2.155 -7.367 2.020  -0.098
C: -1.245 -8.257 1.473  -0.107
C: -0.191 -7.771 0.710  -0.093
C: -0.054 -6.410 0.495  -0.100
H: -3.048 -3.684 0.115  0.066
H: -2.835 -3.185 1.793  0.061
H: -2.060 -1.493 -0.655  0.058
H: -1.729 -1.076 0.998  0.041
H: -4.946 -0.540 -2.238  0.090
H: -6.228 -2.013 -3.752  0.098
H: -7.128 -4.160 -2.912  0.097
H: -6.733 -4.819 -0.561  0.100
H: -5.442 -3.358 0.934  0.105
H: -6.685 -0.955 1.612  0.103
H: -7.480 -1.140 3.928  0.097
H: -5.857 -1.263 5.797  0.096
H: -3.432 -1.149 5.317  0.091
H: -2.630 -0.941 3.011  0.085
H: 1.399 -2.446 -0.788  0.067
H: 1.927 -2.425 -3.184  0.104
H: 0.437 -3.557 -4.801  0.099
H: -1.594 -4.727 -3.995  0.097
H: -2.093 -4.810 -1.593  0.105
H: -2.737 -5.327 2.244  0.091
H: -2.980 -7.731 2.618  0.097
H: -1.355 -9.321 1.638  0.094
H: 0.528 -8.457 0.279  0.099
H: 0.769 -6.045 -0.109  0.106
O: 2.492 -0.606 -0.312  -0.790
Si: 4.068 -0.690 -0.324  0.368
C: 4.909 1.014 -0.259  -0.216
C: 6.285 1.132 -0.034  -0.092
C: 6.903 2.369 0.061  -0.095
C: 6.151 3.531 -0.059  -0.098
C: 4.787 3.443 -0.280  -0.088
C: 4.178 2.197 -0.382  -0.091
C: 4.836 -1.558 -1.830  -0.213
C: 4.868 -2.952 -1.935  -0.111
C: 5.351 -3.588 -3.070  -0.099
C: 5.817 -2.836 -4.140  -0.111
C: 5.796 -1.451 -4.062  -0.101
C: 5.315 -0.826 -2.918  -0.094
C: 4.791 -1.551 1.218  -0.201
C: 4.189 -1.328 2.464  -0.095
C: 4.726 -1.831 3.638  -0.088
C: 5.893 -2.583 3.599  -0.105
C: 6.511 -2.819 2.381  -0.098
C: 5.965 -2.306 1.211  -0.106
H: 6.885 0.235 0.078  0.100
H: 7.971 2.430 0.238  0.095
H: 6.627 4.501 0.027  0.095
H: 4.193 4.343 -0.373  0.075
H: 3.110 2.143 -0.572  0.067
H: 4.502 -3.555 -1.111  0.105
H: 5.362 -4.670 -3.122  0.096
H: 6.194 -3.327 -5.028  0.092
H: 6.160 -0.857 -4.892  0.094
H: 5.314 0.258 -2.870  0.098
H: 3.280 -0.739 2.518  0.017
H: 4.237 -1.636 4.585  0.096
H: 6.317 -2.980 4.513  0.094
H: 7.424 -3.402 2.342  0.095
H: 6.469 -2.500 0.270  0.093
C: 1.036 0.347 -6.556  -0.045
C: 0.351 0.148 -5.234  -0.276
C: -0.990 -0.214 -5.162  -0.039
C: -1.573 -0.409 -3.923  -0.149
N: -0.930 -0.263 -2.764  0.086
C: 0.355 0.079 -2.837  -0.152
C: 1.026 0.293 -4.033  -0.027
H: 0.456 1.004 -7.204  0.078
H: 1.151 -0.608 -7.073  0.081
H: 2.027 0.778 -6.424  0.075
H: -1.578 -0.341 -6.063  0.108
H: -2.614 -0.702 -3.855  0.097
H: 0.898 0.205 -1.912  0.078
H: 2.073 0.570 -4.013  0.116
C: -0.300 7.164 0.911  -0.213
Si: 0.369 5.524 1.549  0.298
C: -0.268 5.335 3.293  -0.205
C: 2.240 5.672 1.566  -0.230
Sb: -0.177 3.443 0.158  0.892
Si: -2.718 3.650 0.353  0.294
C: -3.256 2.856 1.962  -0.227
C: -3.515 2.750 -1.095  -0.247
C: -3.392 5.409 0.309  -0.223
Si: -0.023 4.495 -2.207  0.292
C: 1.791 4.293 -2.682  -0.239
C: -1.013 3.434 -3.412  -0.228
C: -0.465 6.278 -2.639  -0.232
H: 0.216 7.964 1.451  0.030
H: -1.368 7.263 1.103  0.010
H: -0.138 7.315 -0.150  -0.008
H: 0.050 6.198 3.885  0.033
H: 0.121 4.423 3.749  0.004
H: -1.359 5.295 3.311  0.017
H: 2.552 6.500 2.207  0.029
H: 2.623 5.860 0.560  0.010
H: 2.701 4.756 1.939  0.030
H: -2.813 1.865 2.063  0.000
H: -4.346 2.766 1.999  0.033
H: -2.919 3.439 2.820  0.020
H: -2.921 1.906 -1.446  0.001
H: -3.659 3.435 -1.932  0.014
H: -4.491 2.361 -0.795  0.012
H: -3.288 5.905 1.275  0.018
H: -4.456 5.368 0.060  0.028
H: -2.891 6.023 -0.438  0.005
H: 2.089 3.244 -2.634  0.012
H: 2.449 4.847 -2.009  0.008
H: 1.971 4.653 -3.699  0.028
H: -1.030 2.385 -3.117  -0.005
H: -0.568 3.497 -4.409  0.031
H: -2.046 3.771 -3.484  0.015
H: 0.241 6.989 -2.212  0.010
H: -1.466 6.563 -2.316  0.012
H: -0.419 6.375 -3.727  0.027

Computed properties:
HOMO = -5.3 eV
HOMO-LUMO gap = 7.2 eV
charge = -1
calculated total energy = -133491.343 eV

Entry 2:
The following is a quantum chemistry calculation of C64H140BCrF4N2O43 as an isolated structure at a distorted geometry, from the Open Molecules 2025 dataset.

Last column: Mulliken spin population.
Positions of all 255 atoms, in Å:
Cr: 7.308 -17.382 -16.935  3.838
N: 5.938 -16.089 -13.550  -0.003
H: 5.293 -16.010 -14.324  0.009
H: 5.537 -16.493 -12.716  0.002
H: 6.256 -15.148 -13.371  -0.003
H: 6.783 -16.538 -13.872  0.006
N: 5.492 -17.748 -20.913  -0.006
H: 6.279 -18.138 -20.415  0.016
H: 5.342 -18.451 -21.622  0.001
H: 5.658 -16.838 -21.319  -0.001
H: 4.614 -17.831 -20.422  -0.002
C: 8.736 -18.981 -20.979  -0.003
C: 8.280 -19.226 -19.497  -0.019
C: 9.414 -19.503 -18.514  0.156
O: 7.427 -18.203 -19.008  -0.145
H: 9.234 -19.870 -21.366  -0.001
H: 9.545 -18.252 -21.019  0.001
H: 7.856 -18.719 -21.566  0.000
H: 7.824 -20.215 -19.447  0.004
H: 10.211 -18.760 -18.541  -0.001
H: 9.929 -20.383 -18.899  0.001
H: 9.087 -19.681 -17.490  -0.036
C: 5.286 -20.979 -21.616  0.000
C: 4.659 -20.622 -23.042  0.000
C: 3.176 -21.116 -23.182  0.000
O: 4.799 -19.299 -23.406  0.000
H: 6.313 -20.619 -21.677  0.000
H: 5.469 -22.044 -21.480  0.000
H: 4.639 -20.578 -20.835  0.000
H: 5.096 -21.224 -23.838  0.000
H: 3.146 -22.204 -23.233  0.000
H: 2.839 -20.769 -24.159  0.000
H: 2.554 -20.870 -22.321  0.000
C: 3.072 -16.522 -16.740  0.001
C: 4.511 -16.295 -17.370  0.003
C: 4.427 -15.168 -18.572  -0.024
O: 5.659 -16.042 -16.548  0.038
H: 2.756 -15.660 -16.152  -0.002
H: 3.053 -17.285 -15.962  0.003
H: 2.251 -16.597 -17.454  0.001
H: 4.647 -17.266 -17.847  0.050
H: 4.387 -14.173 -18.129  -0.001
H: 3.512 -15.140 -19.164  -0.001
H: 5.267 -15.247 -19.262  0.006
C: 7.971 -19.004 -12.963  0.007
C: 8.969 -18.229 -13.920  -0.009
C: 9.850 -19.355 -14.643  0.023
O: 8.207 -17.547 -14.886  0.037
H: 7.210 -19.660 -13.386  -0.001
H: 7.335 -18.420 -12.297  -0.001
H: 8.569 -19.613 -12.286  0.001
H: 9.576 -17.579 -13.290  0.000
H: 9.158 -20.131 -14.971  -0.004
H: 10.372 -19.800 -13.796  -0.001
H: 10.465 -19.054 -15.491  -0.001
B: 4.554 -15.747 -23.182  0.000
F: 5.080 -15.182 -22.038  0.001
F: 5.430 -16.415 -24.005  0.000
F: 3.677 -16.642 -22.823  0.000
F: 3.995 -14.727 -23.887  0.000
C: -0.800 -9.198 -17.850  0.000
C: -0.905 -10.668 -17.289  0.000
O: -0.850 -11.600 -18.290  0.000
C: -0.467 -12.870 -17.977  0.000
O: -0.136 -13.301 -16.898  0.000
O: -0.331 -13.590 -19.217  0.000
C: 0.109 -14.908 -19.158  0.000
H: 0.226 -8.976 -18.144  0.000
H: -1.044 -8.434 -17.111  0.000
H: -1.414 -8.953 -18.716  0.000
H: -1.860 -10.903 -16.818  0.000
H: -0.219 -10.817 -16.455  0.000
H: -0.569 -15.466 -18.511  0.000
H: 1.084 -14.882 -18.672  0.000
H: 0.120 -15.494 -20.076  0.000
C: 11.870 -14.155 -12.710  0.000
C: 10.397 -14.320 -12.838  0.000
O: 9.728 -13.336 -13.648  0.000
C: 8.454 -13.321 -13.669  -0.001
O: 7.657 -14.001 -13.021  0.000
O: 8.067 -12.422 -14.716  0.000
C: 6.658 -12.186 -15.023  0.000
H: 12.425 -14.334 -13.631  0.000
H: 12.189 -14.954 -12.040  0.000
H: 12.255 -13.296 -12.161  0.000
H: 10.055 -14.413 -11.807  0.000
H: 10.348 -15.230 -13.436  0.000
H: 6.211 -13.102 -15.408  0.002
H: 6.522 -11.278 -15.611  0.000
H: 6.029 -12.036 -14.146  0.000
C: 7.162 -11.271 -20.027  0.000
C: 6.995 -10.019 -19.084  0.000
O: 8.112 -9.172 -19.475  0.000
C: 8.273 -7.903 -18.984  0.000
O: 7.719 -7.416 -17.940  0.000
O: 9.138 -7.271 -19.784  0.000
C: 9.521 -5.958 -19.462  0.000
H: 8.032 -11.920 -19.924  0.000
H: 7.246 -11.043 -21.089  0.000
H: 6.293 -11.928 -20.078  0.000
H: 6.893 -10.358 -18.053  0.000
H: 6.057 -9.584 -19.431  0.000
H: 8.953 -5.252 -20.067  0.000
H: 10.376 -5.676 -20.076  0.000
H: 9.530 -5.637 -18.420  0.000
C: 12.107 -14.415 -25.118  0.000
C: 11.289 -13.738 -24.093  0.000
O: 9.878 -13.961 -24.152  0.000
C: 9.033 -13.309 -23.393  0.000
O: 9.395 -12.422 -22.556  0.000
O: 7.789 -13.676 -23.736  0.000
C: 6.760 -12.707 -23.670  0.000
H: 11.980 -14.131 -26.163  0.000
H: 11.850 -15.474 -25.127  0.000
H: 13.122 -14.234 -24.766  0.000
H: 11.422 -12.656 -24.106  0.000
H: 11.599 -14.163 -23.138  0.000
H: 6.552 -12.544 -22.613  0.000
H: 5.871 -13.304 -23.872  0.000
H: 6.755 -11.787 -24.255  0.000
C: -4.592 -18.817 -13.473  0.000
C: -3.474 -17.756 -13.386  0.000
O: -2.999 -17.396 -14.612  0.000
C: -1.816 -17.986 -15.220  0.000
O: -1.053 -18.717 -14.632  0.000
O: -1.713 -17.566 -16.496  0.000
C: -0.649 -18.061 -17.295  0.000
H: -5.536 -18.529 -13.935  0.000
H: -4.666 -19.179 -12.448  0.000
H: -4.241 -19.571 -14.178  0.000
H: -2.672 -17.910 -12.663  0.000
H: -3.935 -16.816 -13.084  0.000
H: -0.732 -19.143 -17.394  0.000
H: 0.326 -17.836 -16.863  0.000
H: -0.635 -17.470 -18.211  0.000
C: 3.509 -11.188 -15.857  0.000
C: 2.634 -9.893 -16.209  0.000
O: 3.436 -8.738 -16.385  0.000
C: 3.815 -8.113 -15.240  0.000
O: 3.617 -8.566 -14.117  0.000
O: 4.617 -7.084 -15.493  0.000
C: 5.220 -6.322 -14.500  0.000
H: 2.834 -12.015 -16.074  0.000
H: 3.642 -11.229 -14.776  0.000
H: 4.450 -11.193 -16.407  0.000
H: 1.782 -9.810 -15.534  0.000
H: 2.170 -10.125 -17.167  0.000
H: 5.775 -6.929 -13.785  0.000
H: 4.438 -5.681 -14.092  0.000
H: 5.893 -5.605 -14.970  0.000
C: 0.479 -20.968 -12.717  0.000
C: 0.732 -21.451 -11.276  0.000
O: -0.271 -20.930 -10.314  0.000
C: -1.352 -21.545 -10.121  0.000
O: -1.822 -22.537 -10.784  0.000
O: -1.916 -21.089 -9.031  0.000
C: -2.980 -21.649 -8.268  0.000
H: 1.210 -21.540 -13.289  0.000
H: 0.817 -19.932 -12.709  0.000
H: -0.510 -21.127 -13.145  0.000
H: 1.745 -21.308 -10.902  0.000
H: 0.608 -22.534 -11.295  0.000
H: -3.028 -22.730 -8.398  0.000
H: -3.776 -21.358 -8.953  0.000
H: -3.135 -21.448 -7.208  0.000
C: 0.706 -15.782 -14.064  0.000
C: 0.767 -14.167 -13.940  0.000
O: 1.197 -13.760 -12.694  0.000
C: 2.500 -13.537 -12.498  0.000
O: 3.438 -13.689 -13.304  -0.001
O: 2.561 -13.036 -11.265  0.000
C: 3.821 -12.993 -10.682  0.000
H: -0.030 -16.271 -13.426  0.000
H: 1.699 -16.139 -13.791  0.000
H: 0.514 -16.152 -15.071  0.000
H: -0.270 -13.856 -14.061  0.000
H: 1.381 -13.727 -14.727  0.000
H: 4.292 -12.010 -10.709  0.000
H: 4.681 -13.530 -11.080  0.000
H: 3.675 -13.204 -9.622  0.000
C: 2.444 -19.840 -15.500  0.003
C: 3.851 -19.594 -15.958  -0.018
O: 4.689 -20.696 -15.855  -0.001
C: 5.965 -20.561 -16.257  0.005
O: 6.571 -19.531 -16.595  0.010
O: 6.423 -21.810 -16.344  0.001
C: 7.673 -22.147 -16.864  0.000
H: 1.998 -20.557 -16.189  0.000
H: 1.764 -18.988 -15.506  0.000
H: 2.421 -20.323 -14.523  0.000
H: 4.289 -18.779 -15.381  0.006
H: 3.913 -19.244 -16.988  0.002
H: 8.381 -21.395 -16.517  0.000
H: 7.807 -22.113 -17.945  0.001
H: 7.913 -23.122 -16.439  0.000
C: 2.198 -12.236 -23.723  0.000
C: 1.230 -12.458 -22.551  0.000
O: 1.924 -12.002 -21.371  0.000
C: 1.736 -10.687 -20.938  0.000
O: 0.988 -9.816 -21.423  0.000
O: 2.724 -10.484 -20.057  0.000
C: 3.152 -9.233 -19.620  0.000
H: 1.767 -11.313 -24.111  0.000
H: 2.212 -12.903 -24.585  0.000
H: 3.230 -12.040 -23.434  0.000
H: 1.074 -13.532 -22.447  0.000
H: 0.229 -12.067 -22.731  0.000
H: 2.271 -8.592 -19.666  0.000
H: 3.913 -8.798 -20.268  0.000
H: 3.666 -9.158 -18.662  0.000
C: 2.978 -22.409 -18.541  0.000
C: 2.159 -21.376 -19.278  0.000
O: 2.759 -20.083 -19.214  -0.002
C: 2.322 -18.996 -19.812  0.002
O: 2.992 -17.976 -19.913  0.000
O: 1.091 -19.162 -20.280  0.000
C: 0.482 -18.290 -21.234  0.000
H: 4.028 -22.136 -18.438  0.000
H: 2.887 -23.352 -19.080  0.000
H: 2.637 -22.573 -17.518  0.000
H: 1.166 -21.340 -18.830  0.000
H: 2.038 -21.695 -20.314  0.000
H: -0.168 -17.516 -20.826  0.000
H: -0.203 -18.771 -21.933  0.000
H: 1.226 -17.714 -21.784  0.000
C: 4.585 -21.940 -11.066  0.000
C: 4.991 -20.409 -11.081  0.000
O: 3.986 -19.652 -10.556  0.000
C: 3.551 -18.565 -11.152  0.000
O: 3.906 -18.084 -12.222  0.000
O: 2.597 -18.094 -10.307  0.000
C: 1.765 -17.074 -10.670  0.000
H: 3.670 -22.112 -11.632  0.000
H: 4.278 -22.127 -10.037  0.000
H: 5.401 -22.605 -11.350  0.000
H: 5.359 -20.021 -12.031  0.000
H: 5.751 -20.185 -10.332  0.000
H: 1.335 -16.667 -9.756  0.000
H: 0.984 -17.480 -11.314  0.000
H: 2.361 -16.364 -11.244  0.000
C: 12.206 -16.641 -15.710  -0.002
C: 11.054 -15.692 -16.055  0.007
O: 10.923 -15.687 -17.470  0.004
C: 9.691 -15.641 -18.025  -0.016
O: 8.590 -15.839 -17.472  0.057
O: 9.897 -15.366 -19.386  0.006
C: 8.768 -15.023 -20.197  -0.004
H: 12.227 -16.679 -14.621  0.000
H: 13.142 -16.170 -16.011  0.000
H: 11.987 -17.685 -15.934  0.000
H: 11.370 -14.668 -15.859  0.000
H: 10.082 -15.812 -15.577  -0.007
H: 9.011 -14.541 -21.144  0.001
H: 8.151 -14.240 -19.758  0.000
H: 8.174 -15.929 -20.317  0.001

Computed properties:
HOMO (alpha / beta) = -2.8 / -2.8 eV
HOMO-LUMO gap (alpha / beta) = 4.1 / 4.1 eV
charge = -1
calculated total energy = -199628.022 eV
2S+1 = 5